{
  "formula": "C2H2FO2Sm",
  "method": "ωB97M-V/def2-TZVPD",
  "species": ["Sm", "F", "O", "O", "C", "C", "H", "H"],
  "positions_angstrom": [[1.1191, 1.5341, -0.3106], [-2.1022, -1.1175, -0.1810], [1.4881, -0.6632, 0.5063], [0.3144, -1.1142, -0.1729], [-1.1652, 0.9410, 0.5778], [-1.2338, -0.3195, 0.3667], [1.4067, -0.9531, 1.4261], [-1.9710, 1.6634, 0.4707]],
  "lowdin_spin": [6.037, -0.001, -0.011, -0.004, -0.015, -0.005, 0.000, 0.000],
  "s2": 12.0081,
  "e_tot_ev": -26809.914,
  "lumo_ev": [-5.1, -5.0],
  "gap_ev": [7.8, 8.5],
  "homo_energy_ev": [-12.86, -13.45],
  "molar_mass_g_mol": 227.4,
  "e_above_lowest_ev": 4.9061,
  "charge": 1,
  "multiplicity": 7
}